[1]
The following is a DFT calculation (ωB97M-V/def2-TZVPD) of a 2-piece molecular cluster, C3H7O overall in a non-equilibrium geometry.

The geometry in ORCA input format:
```
! wB97M-V def2-TZVPD RIJCOSX def2/J DEFGRID3
* xyz -1 1
C -1.439 0.517 -0.976
O -2.170 1.025 -1.867
C -1.716 0.237 0.347
C 1.912 -0.422 0.476
H -0.438 0.125 -1.313
H -2.745 0.455 0.622
H -0.992 -0.280 0.947
H 2.201 0.196 -0.376
H 0.973 -0.019 0.858
H 1.703 -1.416 0.072
H 2.711 -0.419 1.209
*
```

Computed properties:
- Highest occupied orbital energy: -2.0 eV
- LUMO level: 4.0292 eV

[2]
The following is a DFT calculation (ωB97M-V/def2-TZVPD) of an isolated ion of composition C3H7O2 and charge -1 in a non-equilibrium geometry.

The geometry in ORCA input format:
```
! wB97M-V def2-TZVPD RIJCOSX def2/J DEFGRID3
* xyz -1 1
C 0.251 -0.013 -0.240
C -0.377 -1.172 0.533
O -0.461 -2.394 -0.202
C 0.068 1.468 0.311
O 0.593 2.403 -0.441
H 1.329 -0.128 -0.405
H -0.162 -0.056 -1.277
H -1.338 -0.895 0.961
H 0.363 -1.304 1.340
H -0.209 -2.118 -1.097
H 0.416 1.321 1.377
H -1.059 1.490 0.469
*
```

Computed properties:
- Highest occupied orbital energy: -2.4 eV
- LUMO level: 3.9483 eV
- Structure (SMILES): [O-]CCCO

[3]
The following is a DFT calculation (ωB97M-V/def2-TZVPD) of an isolated ion of composition C3H7O2 and charge -1 in a non-equilibrium geometry.

The geometry in ORCA input format:
```
! wB97M-V def2-TZVPD RIJCOSX def2/J DEFGRID3
* xyz -1 1
C 0.357 0.254 0.006
C 0.145 -0.793 1.057
O 1.097 -1.901 0.942
C -0.928 1.036 -0.491
O -0.707 1.753 -1.574
H 0.688 -0.214 -0.932
H 1.158 0.972 0.214
H 0.039 -0.478 2.092
H -0.816 -1.295 0.845
H 1.039 -2.163 0.030
H -1.680 0.187 -0.593
H -1.335 1.505 0.468
*
```

Computed properties:
- Highest occupied orbital energy: -2.4 eV
- LUMO level: 3.9862 eV
- Structure (SMILES): [O-]CCCO

[4]
The following is a DFT calculation (ωB97M-V/def2-TZVPD) of an isolated ion of composition C3H7O2 and charge -1 in a non-equilibrium geometry.

The geometry in ORCA input format:
```
! wB97M-V def2-TZVPD RIJCOSX def2/J DEFGRID3
* xyz -1 1
C -0.102 -1.312 -0.973
O -1.219 -1.676 -0.418
C 0.694 0.016 -0.368
C -0.088 0.674 0.712
O 0.391 2.137 0.988
H -0.069 -1.044 -2.029
H 0.774 -2.063 -0.948
H 1.614 -0.363 0.020
H 1.063 0.679 -1.194
H 0.147 0.229 1.812
H -1.248 0.564 0.387
H 1.315 2.039 1.165
*
```

Computed properties:
- Highest occupied orbital energy: -2.4 eV
- LUMO level: 4.0644 eV
- Structure (SMILES): [O-]CCCO

[5]
The following is a DFT calculation (ωB97M-V/def2-TZVPD) of one molecule with the formula C3H7O2P in a non-equilibrium geometry.

The geometry in ORCA input format:
```
! wB97M-V def2-TZVPD RIJCOSX def2/J DEFGRID3
* xyz 0 1
C -1.115 -0.135 0.303
C 2.746 0.285 -0.649
C -2.746 -0.297 0.194
O -0.445 0.011 1.534
O 1.754 0.443 0.344
P 0.854 -0.825 0.848
H -0.827 0.670 -0.379
H 2.708 1.171 -1.286
H 2.571 -0.605 -1.260
H 3.729 0.213 -0.181
H -3.008 -0.156 -0.845
H -3.151 0.491 0.820
H -3.071 -1.265 0.557
*
```

Computed properties:
- Highest occupied orbital energy: -8.0 eV
- LUMO level: 0.4623 eV
- Structure (SMILES): COP1O[C@@H]1C

[6]
The following is a DFT calculation (ωB97M-V/def2-TZVPD) of one molecule with the formula C3H7O2P in a non-equilibrium geometry.

The geometry in ORCA input format:
```
! wB97M-V def2-TZVPD RIJCOSX def2/J DEFGRID3
* xyz 0 3
C -1.301 0.588 -0.702
C 0.368 -0.865 0.231
C 0.721 -0.408 1.633
O -0.757 -0.745 -0.427
O 1.272 0.613 -0.899
P 0.154 1.251 -1.810
H -2.171 0.504 -1.217
H -1.532 1.286 0.108
H 0.992 -1.631 -0.178
H -0.303 -0.068 2.063
H 1.454 0.413 1.640
H 1.039 -1.208 2.347
H 0.064 0.271 -2.788
*
```

Computed properties:
- Highest occupied orbital energy (spin up / spin down): -5.4 / -10.1 eV
- LUMO level (spin up / spin down): 0.8677 / -2.5720 eV

Calculated relative energy (zero: lowest compared OMol25 entry of this formula, charge and spin) (kJ/mol), listed in the same order as above: 16.6; 235.9; 241.5; 328.5; 243.7; 214.2